Record 1
This record from the OMol25 dataset describes 16 unconnected molecules or ions with the total composition C34H51N17O3. The level of theory is ωB97M-V/def2-TZVPD.

The calculation puts the largest force on an atom at 1.65 eV/Å. For the energy, the calculation gives -2482.5445 hartree. Its HOMO-LUMO gap is 9.55 eV. The calculation puts the HOMO energy at -9.3641 eV. The calculation puts the lowest unoccupied orbital energy at 0.007 hartree.

Geometry as ORCA input:
```
! wB97M-V def2-TZVPD RIJCOSX def2/J DEFGRID3
* xyz 0 1
N -0.463 -2.032 2.776
C -1.415 -1.833 2.159
O -2.515 -1.651 1.538
C -3.567 -2.560 1.957
C -4.694 -1.783 2.573
N -5.119 -0.627 1.772
O -3.886 -3.309 0.809
C -4.647 -4.427 1.048
O -4.247 -5.370 1.645
H -3.149 -3.238 2.709
H -5.555 -2.410 2.782
H -4.321 -1.432 3.548
H -4.316 -0.074 1.497
H -5.708 -0.056 2.369
H -5.647 -4.365 0.602
C 0.970 -2.461 6.149
C -0.136 -1.597 6.530
N -1.019 -0.926 6.830
H 1.856 -2.255 6.747
H 0.716 -3.510 6.282
H 1.231 -2.315 5.102
C 2.216 0.752 2.162
C 2.967 0.063 3.197
N 3.560 -0.480 4.016
H 2.072 1.801 2.417
H 2.733 0.704 1.205
H 1.235 0.296 2.031
C -6.158 2.987 4.633
C -6.627 1.714 4.115
N -7.013 0.718 3.694
H -6.906 3.762 4.468
H -5.960 2.928 5.702
H -5.237 3.293 4.138
C -6.814 -3.436 6.667
C -6.149 -3.621 5.387
N -5.619 -3.767 4.380
H -7.295 -2.460 6.704
H -7.571 -4.205 6.813
H -6.090 -3.500 7.477
C -9.455 2.902 1.594
C -9.447 3.784 2.750
N -9.444 4.484 3.661
H -8.462 2.845 1.151
H -9.759 1.899 1.887
H -10.155 3.280 0.850
C 1.761 -3.090 -0.290
C 2.242 -1.790 -0.725
N 2.628 -0.765 -1.069
H 1.318 -3.028 0.705
H 0.998 -3.465 -0.970
H 2.575 -3.815 -0.261
C 3.003 0.113 -4.473
C 3.459 -0.145 -5.829
N 3.829 -0.349 -6.896
H 2.407 1.024 -4.420
H 2.396 -0.707 -4.098
H 3.843 0.232 -3.790
C 3.214 3.867 -5.459
C 2.713 3.912 -4.096
N 2.320 3.942 -3.017
H 2.698 4.580 -6.098
H 4.275 4.098 -5.494
H 3.086 2.877 -5.894
C 1.637 -6.115 3.357
C 1.603 -5.774 4.771
N 1.575 -5.486 5.882
H 2.651 -6.360 3.048
H 0.995 -6.971 3.158
H 1.284 -5.272 2.763
C 2.533 -5.433 -2.983
C 3.228 -6.081 -1.882
N 3.776 -6.558 -0.992
H 2.412 -4.374 -2.776
H 3.086 -5.530 -3.913
H 1.546 -5.874 -3.121
C -11.474 7.595 2.325
C -11.959 6.331 1.792
N -12.327 5.326 1.379
H -12.212 8.380 2.173
H -11.278 7.498 3.392
H -10.550 7.884 1.829
C 6.984 5.574 -7.548
C 5.668 5.018 -7.815
N 4.645 4.542 -8.026
H 7.743 4.799 -7.594
H 7.241 6.337 -8.280
H 7.018 6.024 -6.557
C 6.332 -2.777 -3.256
C 4.945 -2.925 -3.668
N 3.851 -3.041 -3.994
H 6.383 -2.427 -2.226
H 6.851 -3.731 -3.325
H 6.838 -2.055 -3.895
C 5.639 3.058 -1.100
C 6.098 2.812 -2.458
N 6.453 2.615 -3.532
H 5.050 3.973 -1.056
H 5.012 2.236 -0.758
H 6.483 3.153 -0.418
C 10.026 2.509 -6.616
C 10.189 3.789 -7.291
N 10.317 4.800 -7.819
H 10.272 2.605 -5.560
H 8.996 2.164 -6.699
H 10.680 1.762 -7.061
*
```

Löwdin atomic charge list, values in e, 8 entries: atom 1 (N): 0.191, atom 2 (C): -0.331, atom 3 (O): 0.079, atom 4 (C): -0.304, atom 5 (C): -0.223, atom 6 (N): 0.026, atom 7 (O): 0.028, atom 8 (C): -0.311

***

Record 2
This record from the OMol25 dataset describes a single H2N2O3Si molecule. The level of theory is ωB97M-V/def2-TZVPD.

The calculation puts the largest force on an atom at 2.12 eV/Å. For the energy, the calculation gives -625.7061 hartree. Its relative energy (zero: lowest compared OMol25 entry of this formula, charge and spin) is 2.053 eV. Its HOMO-LUMO gap (alpha / beta) is 7.69 / 7.70 eV. The calculation puts the HOMO energy (alpha / beta) at -8.8451 / -8.7844 eV. The calculation puts the lowest unoccupied orbital energy (alpha / beta) at -0.042 / -0.040 hartree.

Geometry as ORCA input:
```
! wB97M-V def2-TZVPD RIJCOSX def2/J DEFGRID3
* xyz 0 1
O -0.609 -2.107 0.972
N -0.090 -1.704 0.004
Si 0.878 0.119 -0.288
N -0.676 1.010 0.155
O -1.448 1.284 -0.774
O -1.039 1.057 1.312
H 0.894 -0.407 -1.654
H 2.091 0.749 0.273
*
```

And the natural (NBO) charges, in e, turn out to be: atom 1 (O): -0.191, atom 2 (N): -0.052, atom 3 (Si): 1.077, atom 4 (N): 0.217, atom 5 (O): -0.392, atom 6 (O): -0.367, atom 7 (H): -0.151, atom 8 (H): -0.142

***

Record 3
This record from the OMol25 dataset describes a single C2H4N4O2S molecule. The level of theory is ωB97M-V/def2-TZVPD.

The calculation puts the largest force on an atom at 4.45 eV/Å. For the energy, the calculation gives -846.2070 hartree. Its relative energy (zero: lowest compared OMol25 entry of this formula, charge and spin) is 0.000 eV. Its HOMO-LUMO gap (alpha / beta) is 8.70 / 6.27 eV. The calculation puts the HOMO energy (alpha / beta) at -8.0862 / -9.6796 eV. The calculation puts the lowest unoccupied orbital energy (alpha / beta) at 0.022 / -0.125 hartree.

Geometry as ORCA input:
```
! wB97M-V def2-TZVPD RIJCOSX def2/J DEFGRID3
* xyz 0 3
C 0.507 -0.080 0.024
C -1.819 0.597 -0.121
N 2.819 -0.103 -0.175
N 1.715 0.594 0.096
N -2.275 -0.627 0.163
N -0.466 0.851 0.211
O 0.437 -1.305 -0.082
O -2.543 1.517 -0.372
S 4.421 0.117 -0.100
H 2.628 -1.036 -0.464
H -1.832 -1.505 0.239
H -3.310 -0.895 0.186
H -0.281 1.875 0.395
*
```

natural (NBO) atomic charge list, values in e, 8 entries: atom 1 (C): 0.717, atom 2 (C): 0.782, atom 3 (N): -0.533, atom 4 (N): -0.352, atom 5 (N): -0.838, atom 6 (N): -0.652, atom 7 (O): -0.665, atom 8 (O): -0.610

***

Record 4
This record from the OMol25 dataset describes 11 unconnected molecules or ions with the total composition C7H32O10. The level of theory is ωB97M-V/def2-TZVPD.

The calculation puts the largest force on an atom at 2.44 eV/Å. For the energy, the calculation gives -1038.2138 hartree. Its relative energy (zero: lowest compared OMol25 entry of this formula, charge and spin) is 2.523 eV. Its HOMO-LUMO gap is 9.64 eV. The calculation puts the HOMO energy at -9.3980 eV. The calculation puts the lowest unoccupied orbital energy at 0.009 hartree.

Geometry as ORCA input:
```
! wB97M-V def2-TZVPD RIJCOSX def2/J DEFGRID3
* xyz 0 1
C -3.468 1.415 2.065
C -2.359 2.095 1.762
C -1.460 2.537 2.865
C -1.890 2.214 0.369
C -1.848 1.123 -0.386
C -1.523 3.564 -0.230
C -0.114 4.067 0.237
H -4.352 1.428 1.434
H -3.696 1.008 3.043
H -1.353 3.624 2.868
H -1.723 2.262 3.889
H -0.471 1.985 2.885
H -1.616 1.110 -1.458
H -2.260 0.129 -0.279
H -2.149 4.408 0.083
H -1.670 3.581 -1.307
H 0.176 3.373 1.033
H -0.229 5.004 0.764
H 0.642 4.120 -0.544
O 1.076 -2.097 -0.410
H 1.523 -1.661 -1.160
H 0.156 -2.053 -0.703
O -2.571 -2.582 -2.115
H -2.611 -1.744 -1.634
H -2.312 -3.116 -1.354
O 0.287 0.854 -3.305
H -0.378 1.508 -3.506
H 0.219 -0.036 -3.635
O 1.893 1.443 -0.516
H 1.736 2.355 -0.279
H 1.045 1.168 -0.882
O -0.035 0.061 2.098
H -0.475 0.593 1.429
H 0.848 -0.076 1.731
O 3.150 -0.561 -1.685
H 3.133 -0.125 -2.525
H 3.247 -0.026 -0.896
O 3.040 -2.006 3.026
H 3.386 -2.615 2.361
H 2.761 -2.581 3.729
O 2.644 -4.180 0.112
H 2.085 -3.400 -0.086
H 2.065 -4.807 0.547
O 2.199 -2.734 -3.320
H 2.552 -3.467 -2.788
H 2.980 -2.182 -3.170
O -2.179 -1.812 0.831
H -1.876 -2.440 1.499
H -1.606 -1.097 1.166
*
```

natural (NBO) atomic charge list, values in e, 8 entries: atom 1 (C): -0.352, atom 2 (C): -0.065, atom 3 (C): -0.681, atom 4 (C): -0.004, atom 5 (C): -0.430, atom 6 (C): -0.445, atom 7 (C): -0.620, atom 8 (H): 0.199

***

Record 5
This record from the OMol25 dataset describes 2 unconnected molecules or ions with the total composition CH7NS2. The level of theory is ωB97M-V/def2-TZVPD.

The calculation puts the largest force on an atom at 2.50 eV/Å. For the energy, the calculation gives -893.4027 hartree. Its relative energy (zero: lowest compared OMol25 entry of this formula, charge and spin) is 0.489 eV. Its HOMO-LUMO gap is 9.28 eV. The calculation puts the HOMO energy at -8.9387 eV. The calculation puts the lowest unoccupied orbital energy at 0.013 hartree.

Geometry as ORCA input:
```
! wB97M-V def2-TZVPD RIJCOSX def2/J DEFGRID3
* xyz 0 1
C -1.689 -0.395 -1.007
S -0.406 -1.071 0.142
S -0.437 0.462 1.713
H -2.442 -0.018 -0.374
H -1.210 0.392 -1.628
H -1.930 -1.269 -1.600
H 0.327 1.312 1.039
N 2.858 1.127 -1.982
H 2.346 0.707 -2.775
H 3.828 1.041 -2.164
H 2.704 2.060 -2.259
*
```

natural (NBO) atomic charge list, values in e, 8 entries: atom 1 (C): -0.715, atom 2 (S): 0.072, atom 3 (S): -0.153, atom 4 (H): 0.228, atom 5 (H): 0.214, atom 6 (H): 0.223, atom 7 (H): 0.130, atom 8 (N): -1.041

***

Record 6
This record from the OMol25 dataset describes a molecular structure, C5H8N2. The level of theory is ωB97M-V/def2-TZVPD.

The calculation puts the largest force on an atom at 0.68 eV/Å. For the energy, the calculation gives -304.6278 hartree. Its relative energy (zero: lowest compared OMol25 entry of this formula, charge and spin) is 5.651 eV. Its HOMO-LUMO gap is 9.17 eV. The calculation puts the HOMO energy at -8.1795 eV. The calculation puts the lowest unoccupied orbital energy at 0.036 hartree.

Geometry as ORCA input:
```
! wB97M-V def2-TZVPD RIJCOSX def2/J DEFGRID3
* xyz 0 1
N 2.066 0.168 -0.459
C 0.933 -0.552 0.046
C 0.216 -0.050 1.298
N 0.142 0.522 2.371
C -0.342 -0.573 -0.777
C -1.173 0.675 -0.827
C -1.396 -0.324 0.271
H 2.846 0.133 0.188
H 1.837 1.141 -0.629
H 1.235 -1.587 0.251
H -0.460 -1.314 -1.558
H -0.741 1.644 -0.574
H -1.899 0.724 -1.635
H -2.301 -0.922 0.359
H -0.961 0.315 1.675
*
```

natural (NBO) atomic charge list, values in e, 8 entries: atom 1 (N): -0.805, atom 2 (C): -0.118, atom 3 (C): 0.251, atom 4 (N): -0.508, atom 5 (C): -0.232, atom 6 (C): -0.429, atom 7 (C): -0.508, atom 8 (H): 0.370

***

Record 7
This record from the OMol25 dataset describes a molecular structure, CH2Cl2S2. The level of theory is ωB97M-V/def2-TZVPD.

The calculation puts the largest force on an atom at 2.13 eV/Å. For the energy, the calculation gives -1756.0081 hartree. Its relative energy (zero: lowest compared OMol25 entry of this formula, charge and spin) is 0.888 eV. Its HOMO-LUMO gap is 8.67 eV. The calculation puts the HOMO energy at -9.7354 eV. The calculation puts the lowest unoccupied orbital energy at -0.039 hartree.

Geometry as ORCA input:
```
! wB97M-V def2-TZVPD RIJCOSX def2/J DEFGRID3
* xyz 0 1
C -0.252 0.273 -0.018
S 0.040 1.134 1.470
S 1.178 -0.223 -0.909
Cl -1.172 -1.784 0.526
Cl -1.571 0.899 -0.921
H 1.243 0.603 1.707
H 0.535 -0.902 -1.857
*
```

And the natural (NBO) charges, in e, turn out to be: atom 1 (C): -0.346, atom 2 (S): 0.187, atom 3 (S): 0.135, atom 4 (Cl): -0.380, atom 5 (Cl): 0.108, atom 6 (H): 0.140, atom 7 (H): 0.155

***

Record 8
This record from the OMol25 dataset describes 2 unconnected molecules or ions with the total composition C6H16NO. The level of theory is ωB97M-V/def2-TZVPD.

The calculation puts the largest force on an atom at 2.82 eV/Å. For the energy, the calculation gives -367.9416 hartree. Its relative energy (zero: lowest compared OMol25 entry of this formula, charge and spin) is 1.113 eV. Its HOMO-LUMO gap is 10.10 eV. The calculation puts the HOMO energy at -13.0529 eV. The calculation puts the lowest unoccupied orbital energy at -0.108 hartree.

Geometry as ORCA input:
```
! wB97M-V def2-TZVPD RIJCOSX def2/J DEFGRID3
* xyz 1 1
C 0.322 -2.701 0.220
C 0.596 -1.559 1.199
C 1.952 -0.891 1.067
N -0.449 -0.468 1.017
H -0.726 -3.093 0.298
H 0.533 -2.344 -0.789
H 1.012 -3.544 0.372
H 0.482 -1.860 2.242
H 2.070 -0.469 0.054
H 2.663 -1.720 1.253
H 2.121 -0.101 1.812
H -1.401 -0.821 1.290
H -0.238 0.404 1.513
H -0.420 -0.144 0.053
C -0.930 1.556 -2.570
C -1.291 1.598 -1.123
C -0.540 2.314 -0.257
O -0.785 2.319 1.150
H -1.846 1.876 -3.105
H -0.059 2.180 -2.808
H -0.714 0.527 -2.948
H -2.150 0.964 -0.882
H 0.351 2.789 -0.554
H -0.553 3.185 1.495
*
```

natural (NBO) atomic charge list, values in e, 8 entries: atom 1 (C): -0.642, atom 2 (C): -0.037, atom 3 (C): -0.636, atom 4 (N): -0.706, atom 5 (H): 0.232, atom 6 (H): 0.222, atom 7 (H): 0.260, atom 8 (H): 0.218

***

> Which of these has the lowest energy?

C34H51N17O3

***

> Which value of energy does entry 6 give?

-304.6278 hartree